1.
ORCA calculation (ωB97M-V with the def2-TZVPD basis set) on a molecular structure, C7H13N2O.

The geometry in ORCA input format:
```
! RIJCOSX wB97M-V def2-TZVPD def2/J DEFGRID3
* xyz 1 1
C -1.77 -2.24 2.00
C -3.09 -2.54 1.80
C 0.55 -1.06 -1.49
C -0.20 1.23 -1.11
C 2.09 0.40 -0.08
C 0.04 -0.19 0.93
C 0.62 0.12 -0.49
N -2.52 -0.95 0.44
N -1.50 -1.21 1.19
O -3.50 -1.81 0.74
H -1.05 -2.69 2.70
H -3.74 -3.40 2.21
H -0.40 -1.43 -1.74
H 1.03 -2.06 -1.28
H 1.03 -0.75 -2.38
H -0.25 2.22 -0.61
H -1.27 0.79 -1.02
H -0.08 1.48 -2.21
H 2.47 -0.52 -0.34
H 2.45 1.33 -0.60
H 2.31 0.58 1.05
H 0.65 -0.84 1.61
H -0.42 0.81 1.28
*
```

Output
- ΔE to the lowest compared entry with this formula, charge and spin (kcal/mol) = 133.8
- E_HOMO (Eh) = -0.5545
- lowest unoccupied orbital energy (eV) = -4.31
- orbital gap (eV) = 10.7750

=====

2.
ORCA calculation (ωB97M-V with the def2-TZVPD basis set) on 2 unconnected molecules or ions with the total composition C7H13N2O.

The geometry in ORCA input format:
```
! RIJCOSX wB97M-V def2-TZVPD def2/J DEFGRID3
* xyz 1 1
C 3.20 0.02 -0.39
C 2.55 1.21 -0.45
C 1.16 -0.49 0.17
C -4.78 -0.08 -0.35
C 2.93 -2.38 0.22
C 0.14 1.80 0.22
C -3.49 0.51 0.01
N 2.39 -1.01 0.00
N 1.26 0.87 -0.02
O -2.44 -0.09 -0.03
H 4.30 -0.13 -0.52
H 2.65 2.21 -0.71
H -5.14 -0.57 0.56
H 0.20 -1.00 0.34
H -5.48 0.73 -0.62
H 2.00 -2.93 0.44
H 3.49 -2.81 -0.53
H 3.50 -2.35 1.13
H -0.30 1.74 1.27
H 0.45 2.79 0.14
H -0.66 1.37 -0.36
H -4.67 -0.95 -0.96
H -3.26 1.55 0.46
*
```

Output
- ΔE to the lowest compared entry with this formula, charge and spin (kcal/mol) = 49.6
- E_HOMO (Eh) = -0.4734
- lowest unoccupied orbital energy (eV) = -2.91
- orbital gap (eV) = 9.9748

=====

3.
ORCA calculation (ωB97M-V with the def2-TZVPD basis set) on a gas-phase ion, C7H13N2O2 (charge +1).

The geometry in ORCA input format:
```
! RIJCOSX wB97M-V def2-TZVPD def2/J DEFGRID3
* xyz 1 1
C -2.86 1.22 -1.03
C -1.90 0.33 -0.19
C -0.49 0.94 -0.07
O -0.56 2.24 -0.01
N 0.65 0.44 0.11
C 1.07 -0.92 0.10
C 1.62 -1.63 1.40
C 2.10 -0.96 -1.10
O 3.15 0.06 -0.76
C 3.16 1.18 -0.33
N 3.38 2.09 0.35
H -2.71 2.27 -0.69
H -3.80 0.81 -0.96
H -2.67 1.08 -2.05
H -1.88 -0.65 -0.68
H -2.39 0.03 0.81
H 0.25 2.79 0.02
H 0.29 -1.54 -0.16
H 1.96 -2.57 1.11
H 0.77 -1.87 2.15
H 2.48 -1.02 1.86
H 2.61 -1.89 -1.42
H 1.55 -0.60 -2.01
H 3.88 3.02 0.43
*
```

Output
- ΔE to the lowest compared entry with this formula, charge and spin (kcal/mol) = 78.7
- E_HOMO (Eh) = -0.4938
- lowest unoccupied orbital energy (eV) = -3.43
- orbital gap (eV) = 10.0094

=====

4.
ORCA calculation (ωB97M-V with the def2-TZVPD basis set) on a gas-phase ion, C7H13N2O2S (charge +1).

The geometry in ORCA input format:
```
! RIJCOSX wB97M-V def2-TZVPD def2/J DEFGRID3
* xyz 1 1
C -3.36 -0.48 0.81
C -1.34 -0.73 -0.83
C -2.54 -1.24 -0.16
C 0.37 -1.48 1.47
C 1.89 1.21 -0.04
C -0.35 -0.17 1.37
C 0.88 0.43 -0.82
N -3.30 0.90 0.79
N -0.46 0.20 -0.01
O -4.16 -1.04 1.55
O -1.16 -0.83 -2.00
S -1.26 1.72 -0.46
H -2.52 -2.16 0.37
H -3.09 -1.51 -0.97
H 0.21 -2.17 0.57
H 1.45 -1.35 1.49
H 0.01 -2.11 2.22
H 1.50 2.13 0.44
H 2.30 0.67 0.89
H 2.59 1.55 -0.77
H 0.31 0.47 1.95
H -1.30 -0.19 1.77
H 1.30 -0.58 -1.02
H 0.59 0.69 -1.86
H -4.08 1.33 1.24
*
```

Output
- ΔE to the lowest compared entry with this formula, charge and spin (kcal/mol) = 127.8
- E_HOMO (spin up / spin down) (Eh) = -0.5189 / -0.5191
- lowest unoccupied orbital energy (spin up / spin down) (eV) = -7.46 / -7.45
- orbital gap (spin up / spin down) (eV) = 6.6586 / 6.6709